Run w
The following is a quantum chemistry calculation of a molecular structure, C21H26NO2PtS2Si, from the OMol25 dataset.

Calculated values
**E_HOMO (alpha / beta)**: -3.976 / -5.052 eV
**Gap between HOMO and LUMO (alpha / beta)**: 6.49 / 7.42 eV
**2S+1**: 3
**Charge**: -1

Last column: Mulliken spin population.
Positions of all 54 atoms, in Å:
Pt: 0.08 -0.54 -0.59  1.263
S: -2.25 -0.47 -1.37  0.213
C: -1.62 0.41 -2.71  -0.004
N: -0.34 0.49 -2.95  0.032
C: -0.07 1.29 -4.06  0.009
C: 1.20 1.56 -4.58  -0.002
C: 1.31 2.38 -5.70  0.000
C: 0.18 2.92 -6.31  0.001
C: -1.08 2.66 -5.81  0.001
C: -1.19 1.84 -4.69  -0.001
S: -2.62 1.33 -3.83  0.006
H: 2.07 1.13 -4.11  -0.002
H: 2.30 2.59 -6.11  0.000
H: 0.29 3.57 -7.18  0.000
H: -1.97 3.07 -6.29  0.000
C: 3.03 1.58 -1.11  0.007
Si: 2.36 1.38 0.62  0.007
C: 2.81 2.93 1.59  0.024
C: 3.27 -0.03 1.41  0.010
C: 0.52 1.17 0.57  0.296
H: 4.12 1.70 -1.10  0.000
H: 2.58 2.44 -1.63  -0.002
H: 2.78 0.68 -1.69  0.005
H: 3.90 3.05 1.66  0.002
H: 2.40 2.87 2.61  -0.001
H: 2.39 3.83 1.11  0.000
H: 4.32 0.25 1.54  -0.001
H: 3.22 -0.94 0.78  -0.002
H: 2.86 -0.31 2.39  -0.003
H: 0.04 2.02 0.09  0.026
H: 0.08 1.02 1.56  0.002
C: -4.53 -1.19 3.48  0.000
C: -3.16 -1.62 3.01  -0.004
C: -2.01 -1.22 3.67  -0.001
C: -0.74 -1.58 3.23  0.003
C: 0.49 -1.13 4.00  -0.001
C: -0.62 -2.34 2.06  -0.008
C: -1.77 -2.80 1.40  0.004
C: -1.66 -3.70 0.19  0.008
C: -3.02 -2.43 1.89  -0.005
C: 0.73 -2.71 1.51  -0.024
O: 1.47 -3.42 2.19  0.020
O: 1.01 -2.28 0.31  0.117
H: -4.49 -0.80 4.50  0.000
H: -5.24 -2.02 3.46  0.000
H: -4.94 -0.40 2.84  0.000
H: -2.10 -0.61 4.57  0.000
H: 0.22 -0.85 5.02  0.000
H: 0.95 -0.26 3.53  0.001
H: 1.24 -1.92 4.03  0.001
H: -1.10 -4.60 0.44  0.001
H: -1.14 -3.21 -0.62  -0.001
H: -2.65 -3.98 -0.16  0.001
H: -3.91 -2.78 1.36  0.001

Run x
The following is a quantum chemistry calculation of a molecular structure, C21H26NO2PtS2Si, from the OMol25 dataset.

Calculated values
**E_HOMO (alpha / beta)**: -4.179 / -5.243 eV
**Gap between HOMO and LUMO (alpha / beta)**: 6.83 / 7.49 eV
**2S+1**: 3
**Charge**: -1

Last column: Mulliken spin population.
Positions of all 54 atoms, in Å:
Pt: -1.02 1.60 0.02  1.205
S: -1.89 2.28 -2.01  0.275
C: -3.31 1.31 -2.32  -0.014
N: -3.83 0.37 -1.62  0.022
C: -4.96 -0.14 -2.24  -0.003
C: -5.75 -1.18 -1.73  0.006
C: -6.85 -1.60 -2.44  -0.004
C: -7.19 -1.01 -3.66  0.007
C: -6.42 0.02 -4.18  -0.002
C: -5.31 0.45 -3.46  0.001
S: -4.16 1.68 -3.83  0.016
H: -5.47 -1.63 -0.78  0.000
H: -7.46 -2.41 -2.05  0.000
H: -8.06 -1.36 -4.20  0.001
H: -6.68 0.47 -5.13  0.000
C: 1.38 3.41 1.76  0.000
Si: 0.17 2.42 2.79  0.011
C: 0.08 3.33 4.45  0.020
C: 0.80 0.69 3.19  0.015
C: -1.47 2.31 1.92  0.262
H: 2.29 3.64 2.32  0.001
H: 0.90 4.35 1.50  -0.003
H: 1.66 2.92 0.82  0.009
H: 1.09 3.36 4.88  0.002
H: -0.58 2.83 5.16  0.001
H: -0.26 4.35 4.32  -0.002
H: 1.83 0.71 3.54  0.000
H: 0.75 0.03 2.33  -0.009
H: 0.18 0.27 3.99  -0.002
H: -1.93 3.30 1.82  0.025
H: -2.19 1.63 2.38  0.002
C: 5.21 -4.13 0.16  0.000
C: 4.26 -2.98 -0.06  0.001
C: 3.03 -3.17 -0.68  0.000
C: 2.15 -2.12 -0.89  0.005
C: 0.83 -2.40 -1.56  -0.004
C: 2.53 -0.83 -0.50  -0.001
C: 3.77 -0.61 0.11  0.002
C: 4.21 0.76 0.53  -0.001
C: 4.61 -1.70 0.33  0.001
C: 1.59 0.34 -0.71  0.007
O: 1.99 1.37 -1.23  0.017
O: 0.39 0.12 -0.26  0.129
H: 4.69 -5.09 0.09  0.000
H: 5.67 -4.08 1.15  0.000
H: 6.01 -4.13 -0.58  0.000
H: 2.75 -4.17 -0.99  0.000
H: 0.85 -3.39 -2.01  0.000
H: 0.60 -1.67 -2.33  0.001
H: 0.01 -2.35 -0.84  0.000
H: 3.49 1.23 1.20  0.000
H: 4.30 1.43 -0.33  0.000
H: 5.17 0.71 1.04  0.000
H: 5.56 -1.53 0.82  0.000

Least stable structure: run w

Run w
The following is a quantum chemistry calculation of a single C2H3NP2 molecule, from the OMol25 dataset.

Calculated values
**E_HOMO (alpha / beta)**: -8.720 / -8.721 eV
**Gap between HOMO and LUMO (alpha / beta)**: 7.81 / 7.80 eV
**2S+1**: 1
**SMILES**: C#[PH]P1C=N1

Last column: Mulliken charge in e.
Positions of all 8 atoms, in Å:
C: 1.94 0.50 -0.51  -0.286
P: 0.97 -0.78 0.27  -0.009
P: -1.13 -1.04 -0.43  0.028
C: -1.36 0.58 0.41  0.109
N: -1.25 1.03 -0.68  -0.387
H: 1.09 1.14 -0.53  0.169
H: 1.42 -2.06 0.02  0.060
H: -1.67 0.65 1.46  0.317

Run x
The following is a quantum chemistry calculation of a single C2H3NP2 molecule, from the OMol25 dataset.

Calculated values
**E_HOMO (alpha / beta)**: -8.807 / -8.352 eV
**Gap between HOMO and LUMO (alpha / beta)**: 7.93 / 7.55 eV
**2S+1**: 1

Last column: Mulliken charge in e.
Positions of all 8 atoms, in Å:
C: 1.19 -0.17 -0.18  0.089
C: -1.28 1.31 -0.16  -0.198
N: 1.26 0.95 -0.52  -0.407
P: -1.93 -0.14 0.04  -0.137
P: -0.12 -1.45 -0.19  -0.031
H: 2.14 -0.89 0.14  0.238
H: -1.43 2.34 -0.15  0.394
H: 0.17 -1.96 1.01  0.052

Run y
The following is a quantum chemistry calculation of a single C2H3NP2 molecule, from the OMol25 dataset.

Calculated values
**E_HOMO**: -7.989 eV
**Gap between HOMO and LUMO**: 6.87 eV
**2S+1**: 1
**SMILES**: [H]/N=C/C=P#P

Last column: Mulliken charge in e.
Positions of all 8 atoms, in Å:
H: -1.33 1.94 -0.05  0.210
N: -0.63 1.25 0.10  -0.643
C: -1.01 0.02 -0.01  0.023
C: 0.04 -0.94 0.18  -0.698
P: 1.56 -0.13 0.15  0.324
P: 3.50 -0.05 0.04  -0.057
H: -1.98 -0.23 -0.20  0.465
H: -0.14 -1.87 -0.23  0.377

Least stable structure: run w

Run w
The following is a quantum chemistry calculation of 2 unconnected molecules or ions with the total composition C4H13N2O, from the OMol25 dataset.

Calculated values
**E_HOMO (alpha / beta)**: -3.451 / -8.518 eV
**Gap between HOMO and LUMO (alpha / beta)**: 4.03 / 8.95 eV
**2S+1**: 2

Last column: Mulliken spin population.
Positions of all 20 atoms, in Å:
C: 2.52 -0.58 2.18  0.006
C: 1.71 0.28 1.28  0.011
C: 1.32 -0.29 -0.13  -0.032
N: -0.09 0.11 -0.44  0.140
C: -0.55 0.63 -1.50  0.648
N: -1.77 1.10 -1.66  0.055
H: 3.49 -0.70 1.56  0.000
H: 2.11 -1.50 2.55  -0.001
H: 2.84 -0.24 3.24  0.000
H: 2.05 1.25 1.11  0.004
H: 0.68 0.63 1.66  -0.004
H: 1.40 -1.40 0.07  -0.005
H: 2.14 0.11 -0.79  0.016
H: -0.84 -0.24 0.23  0.009
H: 0.23 0.84 -2.20  0.102
H: -1.85 1.64 -2.56  -0.012
H: -2.64 0.38 -1.53  0.034
H: -4.93 -0.37 -0.84  0.006
H: -3.77 -1.26 -0.93  -0.016
O: -4.04 -0.39 -1.30  0.036

Run x
The following is a quantum chemistry calculation of 2 unconnected molecules or ions with the total composition C4H13N2O, from the OMol25 dataset.

Calculated values
**E_HOMO (alpha / beta)**: -2.664 / -8.628 eV
**Gap between HOMO and LUMO (alpha / beta)**: 3.24 / 9.18 eV
**2S+1**: 2

Last column: Mulliken spin population.
Positions of all 20 atoms, in Å:
C: 1.26 0.92 0.65  0.136
C: 1.19 0.07 -0.68  0.200
C: -0.27 -0.07 -1.28  0.035
C: -2.35 1.03 -1.03  0.334
N: -1.38 0.42 -0.52  0.229
N: 0.53 0.15 1.74  0.832
H: 0.63 1.81 0.51  0.084
H: 2.35 1.18 1.17  -0.183
H: 2.15 0.33 -1.32  -0.077
H: 1.55 -0.94 -0.34  0.032
H: -0.32 0.48 -2.26  0.018
H: -0.40 -1.23 -1.51  0.041
H: -2.46 1.26 -2.18  0.025
H: -3.11 1.39 -0.36  -0.023
H: -0.40 -0.14 1.36  -0.015
H: 0.93 -0.62 2.12  -0.273
H: 0.13 0.92 2.29  -0.168
H: 0.24 -3.03 1.08  0.093
H: -0.33 -1.95 -0.15  0.138
O: 0.05 -1.98 0.71  -0.458

Least stable structure: run x